Entry 1:
{"formula": "C32H61N5O6S6", "method": "ωB97M-V/def2-TZVPD", "species": ["H", "N", "H", "H", "C", "C", "H", "H", "N", "H", "C", "C", "C", "H", "N", "H", "C", "H", "H", "H", "H", "C", "H", "H", "O", "H", "O", "H", "H", "H", "H", "H", "C", "H", "H", "S", "H", "C", "C", "C", "H", "H", "C", "O", "H", "H", "H", "H", "H", "C", "C", "H", "S", "C", "O", "H", "C", "H", "H", "H", "C", "H", "H", "H", "H", "H", "S", "C", "H", "C", "N", "C", "C", "H", "O", "C", "C", "H", "C", "H", "H", "H", "H", "H", "N", "H", "H", "S", "C", "H", "C", "H", "H", "S", "H", "H", "C", "H", "H", "O", "H", "C", "C", "S", "C", "C", "H", "H", "C", "H"], "positions_angstrom": [[-0.4985, -3.0477, -2.8729], [-0.9146, 0.6365, 4.8680], [-0.1889, 3.1584, 2.9789], [-1.5663, -0.0290, 5.2380], [-4.4604, -3.3481, 2.1283], [5.4796, 2.2019, 0.4388], [-1.2113, -0.4713, -3.3946], [-0.7962, 8.0951, -1.5796], [3.0728, -2.6837, 3.2521], [0.0355, -1.0781, 0.9323], [0.9498, 1.5619, 4.1087], [-0.6774, -1.1298, -4.0627], [1.0991, -5.0050, -0.7401], [-2.7167, 4.4684, -2.2115], [-2.0383, 6.4143, -1.9878], [1.9800, 1.7462, 3.8506], [-0.6104, 4.8014, -1.4212], [4.0532, -2.6461, 3.0515], [4.8606, -0.6824, 1.2764], [-3.9678, -0.5263, 2.8539], [3.1134, -0.3167, 1.6522], [-1.8423, 5.0483, -1.9630], [-0.0330, 1.9937, 0.8115], [-5.1202, -2.7713, 2.7805], [-5.3473, 0.1941, 0.1647], [3.8067, 0.0876, 0.1316], [-4.9426, 4.9249, 1.6681], [2.5176, -5.6133, -3.6121], [-3.1035, -0.7314, -1.7263], [1.1123, -1.5115, -0.4560], [-2.3283, 1.9069, 3.8920], [-2.8582, 6.8726, -2.3320], [0.0364, 6.0442, -1.2460], [-2.6707, -1.6515, 3.3545], [1.0317, 6.2693, -0.9028], [-3.6997, 4.7966, 0.8438], [0.4966, -2.9452, 5.1920], [1.1547, -2.8425, 4.3434], [0.6622, -6.2810, -2.5481], [-3.0689, -1.0523, 2.5353], [-2.1993, 5.2893, 2.6393], [-3.7744, -3.8003, 2.8508], [-0.2853, -0.8418, -5.3572], [-1.6375, 0.7974, -0.6708], [-2.3262, -0.3576, 2.1492], [-0.3687, 0.0905, -5.8841], [6.0427, -2.3321, -1.6518], [0.1980, -6.9782, -3.2252], [0.7920, -2.0883, -6.6907], [-0.3392, -2.4510, -3.7592], [-0.1507, 2.3029, 3.6343], [-0.4882, -1.9733, -0.5771], [-3.3850, -2.2313, 1.1653], [0.7105, 1.4670, 0.2168], [3.3418, 2.5687, 1.8786], [-4.2542, -2.1018, -1.6647], [0.3584, -2.9534, -4.8533], [-3.5875, 2.3301, 0.8878], [2.3623, -2.7583, 1.2475], [5.8994, 1.3130, -0.0302], [0.8994, -2.7076, 2.9764], [-0.0912, -2.6986, 2.5399], [-4.1846, -1.0673, -3.0531], [-5.2648, 2.4711, -1.6243], [0.8210, -3.8977, -5.0785], [-3.6163, 1.7776, -1.5231], [3.8591, -1.9488, -2.4409], [0.2185, -5.9333, -1.2645], [1.0595, -4.4125, 0.1549], [3.2125, -0.3652, -3.0922], [0.3211, -1.9829, -5.8087], [0.4471, 0.5349, 4.9001], [2.5121, -2.7893, 4.5070], [4.9162, 2.9343, -0.1335], [3.1550, -2.1485, -1.1236], [5.5322, -1.4149, -1.9506], [1.8595, -5.6066, -2.7603], [-2.0443, 3.1255, 0.6301], [2.0799, -2.7401, 2.2864], [-4.5265, 1.6778, -3.0555], [6.3677, 2.7730, 0.7361], [-0.1809, 3.8305, -1.2327], [-4.9979, -4.0972, 1.5592], [2.2304, -0.4896, -3.5492], [2.1282, -4.8878, -1.6378], [6.0373, -0.9958, -2.8206], [3.1071, 0.3737, -2.2959], [-5.3456, 0.1125, -1.3438], [-0.8661, 7.0196, -1.6060], [3.1551, -2.9103, 5.3628], [0.1173, -1.1784, -0.1441], [0.8874, -0.2528, 5.4842], [1.2946, 0.8892, 0.9322], [4.5373, 1.6554, 1.8946], [5.5771, -0.7595, -1.0854], [-2.7438, 3.0200, 2.2394], [-2.3331, 5.7178, 1.6463], [-2.7131, 6.7341, 1.7641], [3.9319, 0.0290, -3.8116], [-2.0541, -2.9465, 1.0866], [2.8419, -4.1857, -1.4802], [4.0395, 0.0309, 1.1973], [-4.1157, -1.0663, -1.9600], [-0.2042, 0.4175, -0.9570], [-2.9826, 3.1880, 1.1863], [-1.2924, 1.6880, 4.0959], [-1.4194, 5.7615, 1.0611], [-0.6577, -6.2326, -0.7108], [-4.6071, 1.6771, -1.9699], [1.3863, 2.1273, -0.3223]], "fmax_ev_per_a": 1.92, "de_lowest_kcal_mol": 10.0, "homo_lumo_gap_ev": 7.77}

---

Entry 2:
{"formula": "C32H62N2O12", "method": "ωB97M-V/def2-TZVPD", "species": ["H", "O", "O", "C", "O", "C", "C", "H", "H", "H", "H", "C", "C", "H", "H", "H", "H", "C", "H", "H", "H", "H", "H", "C", "H", "C", "H", "C", "H", "H", "C", "C", "H", "N", "H", "H", "H", "H", "H", "O", "H", "C", "H", "H", "H", "C", "H", "H", "C", "H", "H", "C", "O", "H", "C", "H", "H", "H", "H", "H", "C", "H", "H", "H", "H", "O", "H", "H", "C", "H", "H", "H", "C", "H", "H", "C", "N", "O", "C", "C", "O", "H", "H", "C", "H", "C", "C", "O", "H", "C", "C", "C", "H", "O", "H", "C", "H", "O", "C", "H", "H", "C", "H", "H", "O", "C", "H", "H"], "positions_angstrom": [[-2.0434, -4.5477, -6.6655], [4.5912, 0.7341, -1.5547], [5.1794, 0.8344, -3.8803], [2.9658, 8.2668, -7.4198], [-0.4341, -6.4527, -5.0181], [-7.1250, -5.3233, 2.0641], [5.8387, 1.5798, 8.3537], [-8.0562, -4.7572, 2.0448], [5.1930, 3.2786, -3.5170], [-1.2360, -6.9390, 5.1684], [-2.1214, -4.2858, -4.8922], [1.6013, -7.5289, -4.6451], [0.1054, 4.4740, -8.2913], [-5.3852, 4.5503, -5.0887], [3.1065, 9.2769, -7.0350], [10.3634, 2.9117, 8.5217], [0.4836, -6.2829, 7.1523], [-1.1637, 2.3925, 0.5689], [3.5326, 3.0794, -3.0070], [-8.1333, 4.7855, -3.9593], [10.8513, 3.4705, 6.8593], [-5.8382, 4.3023, -3.4375], [4.8256, 1.4694, 7.9669], [-6.1876, 6.8907, -2.7147], [-7.5143, 3.8068, -5.2816], [0.0625, 3.5314, 2.3617], [1.5130, 5.1310, 2.0686], [-5.9767, -4.3311, 1.8926], [-0.1943, -8.4532, -5.5563], [4.9781, 3.2948, -1.8302], [6.7301, 1.9689, 7.2537], [10.4623, 2.6537, 7.4673], [5.0292, -0.7401, 0.6366], [-6.6900, 7.2956, -1.7446], [-0.5452, -5.6457, 4.3154], [-7.6117, 5.5389, -5.4727], [-4.5267, 6.4353, -3.8149], [-6.2744, -6.4930, 5.7563], [-2.6306, -3.4775, 8.1884], [-0.5572, -2.8109, 5.8581], [-6.1730, -3.8333, 0.9430], [-6.6540, -7.3446, 5.1918], [-3.4574, -3.1529, 6.7039], [0.0439, 3.9297, 3.3762], [-5.8279, 7.1216, -4.7195], [0.4629, 5.8776, -8.6657], [3.8610, 8.2125, -8.0392], [-6.1881, -8.2757, 5.5141], [-5.6074, 6.3843, -3.9476], [-2.4601, -1.8794, 7.3475], [2.1049, -7.2746, -5.5777], [0.0721, -5.5700, 6.4378], [8.9036, 2.6539, 5.5911], [-7.1470, -6.0452, 1.2476], [9.1067, 2.5357, 6.8153], [-1.9614, 2.4449, 2.4638], [0.7287, 2.6686, 2.3679], [-7.6967, -7.4801, 5.4792], [11.0424, 1.7507, 7.2770], [0.4577, -6.9604, 4.8001], [4.8221, 1.3190, -2.8003], [-4.9812, -4.7726, 1.8454], [0.3566, 4.2088, -7.2644], [3.1804, 7.5605, -6.6178], [4.2418, -2.2583, 0.1009], [-6.1747, -7.9591, 2.9031], [6.0837, 0.6369, 8.8425], [-5.9740, -3.4698, 2.5606], [4.4571, -0.7129, -1.5108], [5.7122, 2.2766, 9.1824], [-1.9579, 3.9519, 1.6695], [-0.1638, 5.5203, 1.7149], [4.2957, -1.1788, -0.0398], [0.7042, 3.8345, -8.9398], [0.6698, 4.6326, 0.5561], [-6.0313, 4.9384, -4.3013], [-1.0357, 1.8268, -0.4468], [-6.9892, -5.7953, 3.3667], [0.5917, 4.7384, 1.6381], [-6.5183, -7.0502, 3.6692], [0.0622, 6.2488, -9.7641], [-3.3203, -5.1716, -5.8050], [0.9418, -4.9304, 6.2871], [-1.6637, -6.3897, -5.3819], [2.1096, -8.3850, -4.2015], [-0.3442, -6.3125, 5.1539], [-2.2479, -5.0079, -5.6989], [1.3643, 6.5495, -7.8748], [1.7640, 8.0741, -9.2549], [-2.5245, -2.9616, 7.2341], [4.5636, 2.8522, -2.7359], [0.0948, -7.7623, -4.7645], [1.7945, -6.7279, -3.9316], [-1.0830, -4.8839, 6.9226], [-0.2963, -8.1212, -3.8125], [1.6664, 7.8826, -8.1863], [3.6264, -1.1602, -2.0565], [-2.4332, -7.3266, -5.4562], [-1.2658, -3.4982, 6.6059], [6.7380, 1.1207, 6.5692], [6.3100, 2.8540, 6.7761], [-7.3871, 4.7516, -4.7531], [0.9250, 8.5758, -7.7890], [3.3185, -0.8379, 0.3022], [8.0785, 2.3019, 7.7454], [-1.3182, 3.0918, 1.8672], [5.4119, -1.0917, -1.8755], [-0.9532, 4.3696, -8.5293]], "fmax_ev_per_a": 3.76, "de_lowest_kcal_mol": 0.0, "homo_lumo_gap_ev": 10.41, "smiles": "CCOC(C)=O.CCOC(C)=O.CCOC(C)=O.CCOC(C)=O.CCOC(C)=O.CCOC(C)=O.CCCC#N.CCCC#N"}